# 1
A single C6H5F3O2 molecule at a distorted geometry, computed with ωB97M-V/def2-TZVPD.

Positions of all 16 atoms, in Å:
C: -0.2381 0.7382 0.8322
C: 0.5642 1.7884 0.9238
C: -0.7138 0.5180 -0.6085
C: 0.6320 2.3616 -0.4623
C: 0.0866 -0.6710 -1.3260
C: -2.9240 0.1080 0.0497
O: -0.0639 1.6739 -1.2398
O: -2.0425 0.6027 -0.8352
F: -4.0033 -0.3684 -0.5666
F: -3.3738 1.1066 0.8385
F: -2.3946 -0.8998 0.8054
H: -0.7014 0.1067 1.6306
H: 0.9229 2.2388 1.7738
H: -0.7216 -1.5553 -1.5097
H: 0.4671 -0.3751 -2.3582
H: 0.8982 -0.9668 -0.6804

The HOMO-LUMO gap is 8.239 eV. Its total energy is -681.58246 Eh. The calculation puts the HOMO energy at -8.3172 eV.

Mulliken population analysis, charges in e, atoms 1 to 4: -0.71 -0.27 1.10 -0.66

# 2
A molecular structure, C6H5F4N5 at a distorted geometry, computed with ωB97M-V/def2-TZVPD.

Positions of all 20 atoms, in Å:
C: 1.0263 -0.6775 1.9277
C: -0.5275 0.0502 0.1344
C: -0.1574 1.1473 -0.9104
C: -0.3786 -0.8431 -1.1425
C: 2.1499 -1.6174 0.1103
C: -2.1107 0.1795 0.4738
N: 0.1203 -0.0007 1.3463
N: 2.3103 -1.5328 -1.0223
N: 1.9173 -1.5557 1.4123
N: -0.1134 0.2091 -1.9286
N: 0.0303 2.4067 -0.8939
F: -0.5739 -2.0428 -1.4634
F: -2.7929 0.0278 -0.6565
F: -2.4580 -0.7257 1.3424
F: -2.3152 1.3942 0.9361
H: 1.1043 -0.5063 3.0024
H: 2.5199 -2.0964 2.0355
H: 0.0476 0.2822 -2.9426
H: -0.0943 2.9557 -0.0325
H: 0.2957 2.9456 -1.7285

The total charge is +2. The HOMO-LUMO gap is 7.926 eV. Its total energy is -904.11675 Eh. The calculation puts the HOMO energy at -18.3444 eV.

Mulliken population analysis, charges in e, atoms 1 to 4: -0.11 1.46 -0.05 -0.48

# 3
2 unconnected molecules or ions with the total composition C6H5FN2O2S at a distorted geometry, computed with ωB97M-V/def2-TZVPD.

Positions of all 17 atoms, in Å:
C: -1.3437 1.4087 0.3130
C: -2.0738 0.3470 0.9065
C: -0.3165 1.1851 -0.4873
C: -1.7674 -0.9524 0.7804
C: 0.1383 -0.2228 -0.6980
C: -0.6723 -1.3381 -0.1566
N: 1.3241 -0.4838 -1.0614
N: -0.4136 -2.4852 -0.6800
O: 4.6213 0.4015 -0.4468
O: 2.8677 1.6276 0.7404
F: -0.9824 -3.5105 -0.0404
S: 3.4435 0.3573 0.3872
H: -1.6204 2.4890 0.4738
H: -2.8122 0.5974 1.7051
H: 0.1932 2.0209 -1.0502
H: -2.5456 -1.6890 0.9535
H: 1.9600 0.2471 -1.6391

The HOMO-LUMO gap (spin up / spin down) is 7.767 / 7.767 eV. Its total energy is -989.52035 Eh. The calculation puts the HOMO energy (spin up / spin down) at -9.3028 / -9.3036 eV.

Mulliken population analysis, charges in e, atoms 1 to 4: -0.44 -0.23 -0.23 -0.50

# 4
A single C6H5FS molecule at a distorted geometry, computed with ωB97M-V/def2-TZVPD.

Positions of all 13 atoms, in Å:
F: 2.7410 -0.4936 -0.3289
C: 1.4641 -0.1764 -0.0356
C: 0.6447 -1.1476 0.4562
C: -0.7711 -0.7501 0.7061
S: -1.9395 -0.4102 -0.6504
C: -1.1402 0.6803 0.6238
C: -0.1363 1.6333 0.1619
C: 1.1036 1.2314 -0.1711
H: 0.9458 -2.1910 0.4837
H: -1.1391 -1.3592 1.5170
H: -1.9087 1.1348 1.3232
H: -0.3657 2.7069 0.0823
H: 1.8415 1.8897 -0.4866

The HOMO-LUMO gap is 8.833 eV. Its total energy is -729.63058 Eh. The calculation puts the HOMO energy at -8.6279 eV. As for the SMILES: FC1=C[C@@H]2S[C@@H]2C=C1.

Mulliken population analysis, charges in e, atoms 1 to 4: -0.30 0.52 -0.59 -0.31

# 5
2 unconnected molecules or ions with the total composition C6H5INO at a distorted geometry, computed with ωB97M-V/def2-TZVPD.

Positions of all 14 atoms, in Å:
C: -1.3446 -0.0577 0.0503
C: -0.6634 -1.0581 -0.5853
C: -0.6156 1.0463 0.6639
C: 0.6925 -0.9724 -0.6091
C: 0.7794 0.9972 0.5789
C: 3.8836 0.2683 1.4288
N: 1.4145 -0.0251 0.0031
O: 3.4339 0.5680 2.4430
I: 4.8943 -0.0913 -0.2108
H: -2.4464 -0.1604 0.2363
H: -1.2106 -1.7566 -1.1577
H: -0.9872 1.8364 1.1466
H: 1.2972 -1.6582 -1.0579
H: 1.2517 1.8794 0.9968

As for the spin multiplicity: 3. As for the expectation value of S²: 2.0164. The total charge is +1. The HOMO-LUMO gap (spin up / spin down) is 6.139 / 5.301 eV. Its total energy is -658.85167 Eh. The calculation puts the HOMO energy (spin up / spin down) at -10.3622 / -14.1903 eV.

Mulliken population analysis, charges in e, atoms 1 to 4: -0.06 -0.54 -0.61 -0.22

# 6
A single C6H5N molecule at a distorted geometry, computed with ωB97M-V/def2-TZVPD.

Positions of all 12 atoms, in Å:
C: 1.4896 0.5484 -0.5992
C: 1.2954 -0.7718 -0.6971
N: 0.3548 -1.3128 0.1787
C: -0.8524 -0.5892 -0.0832
C: -1.6318 0.6712 0.8212
C: -0.6835 0.8551 -0.0468
C: 0.6300 1.4890 -0.2403
H: 1.6288 -1.4307 -1.4729
H: 0.5537 -1.8443 0.9884
H: -1.5058 -1.1469 -0.7457
H: -2.1248 1.0724 1.7152
H: 0.8460 2.4595 0.1817

The HOMO-LUMO gap (spin up / spin down) is 8.507 / 8.506 eV. Its total energy is -286.13800 Eh. The calculation puts the HOMO energy (spin up / spin down) at -8.6077 / -8.6078 eV. As for the SMILES: C1=CN[C@H]2C=C2C=1.

Mulliken population analysis, charges in e, atoms 1 to 4: 0.00 -0.34 -0.25 -0.37

# 7
A single C6H5N3O3 molecule at a distorted geometry, computed with ωB97M-V/def2-TZVPD.

Positions of all 17 atoms, in Å:
C: 1.5018 -1.7681 0.4252
C: 1.4722 -0.5475 -0.1198
C: 0.1782 -2.3316 0.2884
C: -0.3857 1.2279 1.3532
C: -0.8313 1.8839 -0.9898
C: 0.0920 -0.2335 -0.4264
N: -0.6383 -1.4108 -0.3573
N: -0.8208 2.1141 0.5136
N: -0.4214 0.7010 -1.3387
O: -0.1560 -3.4293 0.6599
O: -0.3855 0.9216 2.4923
O: -1.1856 2.8315 -1.6389
H: 2.4068 -2.2132 0.8171
H: 2.4068 0.0093 -0.1441
H: -1.6140 -1.4335 -0.0541
H: -1.4914 2.8879 0.8262
H: -0.1278 0.7906 -2.3068

The HOMO-LUMO gap (spin up / spin down) is 7.582 / 7.578 eV. Its total energy is -621.58523 Eh. The calculation puts the HOMO energy (spin up / spin down) at -8.1424 / -8.1414 eV.

Mulliken population analysis, charges in e, atoms 1 to 4: -0.11 -0.75 0.12 0.54

# 8
A molecular structure, C6H5N4O2 at a distorted geometry, computed with ωB97M-V/def2-TZVPD.

Positions of all 17 atoms, in Å:
C: -2.1212 1.1758 0.6979
C: -1.0552 0.3305 0.4442
C: 0.1984 0.5717 -0.2793
C: 1.0853 -0.3614 -0.6109
C: -0.2783 -1.6283 1.9471
C: 0.8186 -1.8812 -0.3451
N: -3.2118 0.4182 1.0411
N: -2.8212 -0.8614 1.0393
N: -1.5354 -0.9275 0.6880
N: 0.8265 -2.1251 1.0813
O: -0.8418 -2.0985 2.9191
O: 0.8585 -0.8996 1.9080
H: -1.8909 2.2547 0.8891
H: 0.2213 1.6458 -0.4552
H: 2.0324 -0.2871 -1.1607
H: -0.1338 -2.2469 -0.7002
H: 1.6091 -2.4529 -0.9367

The total charge is -1. The HOMO-LUMO gap is 8.465 eV. Its total energy is -601.01721 Eh. The calculation puts the HOMO energy at -4.7665 eV.

Mulliken population analysis, charges in e, atoms 1 to 4: -0.16 0.60 -0.53 -0.42

# 9
2 unconnected molecules or ions with the total composition C6H5NO at a distorted geometry, computed with ωB97M-V/def2-TZVPD.

Positions of all 13 atoms, in Å:
C: -4.5873 -0.1408 -1.9830
C: -0.4805 -1.8225 0.5598
C: 0.6787 -1.0261 -0.1455
C: -1.1195 0.6606 0.2693
C: -0.2734 -0.0466 -0.7428
C: -1.3743 -0.7794 0.0643
N: -4.1677 -0.3602 -0.9316
O: -0.4563 -2.8617 1.0872
H: 1.3767 -0.7982 0.7040
H: 1.2776 -1.6705 -0.7623
H: -0.6648 0.8826 1.2820
H: -1.8560 1.4079 -0.0878
H: -0.1705 0.2830 -1.8766

The HOMO-LUMO gap (spin up / spin down) is 4.880 / 4.878 eV. Its total energy is -361.32009 Eh. The calculation puts the HOMO energy (spin up / spin down) at -8.5432 / -8.5426 eV.

Mulliken population analysis, charges in e, atoms 1 to 4: -0.25 0.28 -0.43 -0.43

# 10
2 unconnected molecules or ions with the total composition C6H5NO at a distorted geometry, computed with ωB97M-V/def2-TZVPD.

Positions of all 13 atoms, in Å:
C: 1.1709 0.8519 0.8664
C: 0.1109 1.6474 0.7696
C: -0.5355 0.1456 -0.5438
C: 0.6311 -0.2928 0.2253
C: -0.7694 1.4763 -0.3223
C: 1.1455 -1.6951 0.2120
N: -2.8503 2.1716 -0.8860
O: -3.2883 1.3027 -1.5120
H: 1.9278 0.7909 1.5293
H: 0.7008 -2.0810 -0.6250
H: 0.8725 -2.2872 1.1937
H: 2.1400 -1.5345 0.2704
H: -1.2559 -0.4959 -1.1778

The HOMO-LUMO gap (spin up / spin down) is 6.914 / 7.527 eV. Its total energy is -361.27083 Eh. The calculation puts the HOMO energy (spin up / spin down) at -8.1108 / -8.0970 eV.

Mulliken population analysis, charges in e, atoms 1 to 4: -0.81 -0.15 -0.18 0.65

# 11
A single C6H5NO molecule at a distorted geometry, computed with ωB97M-V/def2-TZVPD.

Positions of all 13 atoms, in Å:
C: -1.7522 -1.6255 0.3749
C: -0.9801 -1.0017 -0.3863
C: -0.2079 -0.0249 -0.9901
C: -0.2027 0.2074 -2.3383
C: 0.5235 0.9289 -0.0658
O: -0.4296 1.4580 0.7874
C: 1.3190 0.0573 0.9936
N: 1.8823 -0.8161 1.6971
H: -2.3186 -2.2954 1.1591
H: -0.8540 -0.2374 -3.0360
H: 0.1352 1.1941 -2.8908
H: 1.2380 1.7543 -0.3342
H: -0.1375 2.3833 1.3951

The HOMO-LUMO gap is 9.319 eV. Its total energy is -361.41283 Eh. The calculation puts the HOMO energy at -9.4522 eV. As for the SMILES: C#CC(=C)[C@@H](O)C#N.

Mulliken population analysis, charges in e, atoms 1 to 4: -0.05 -0.36 0.28 -0.93

# 12
2 unconnected molecules or ions with the total composition C6H5NO2S at a distorted geometry, computed with ωB97M-V/def2-TZVPD.

Positions of all 15 atoms, in Å:
C: -0.8954 -1.4287 -0.5661
C: -2.1444 -1.0977 -0.0700
C: 0.2373 -0.5466 -0.5278
C: -2.3803 0.2447 0.1698
C: 4.0191 0.5334 0.5159
C: -0.0124 0.7700 -0.1591
N: -1.3001 1.1642 0.1537
O: -1.5009 2.4018 0.5261
O: 3.8736 0.3579 -0.6609
S: 5.3900 0.3515 1.4528
H: -0.6253 -2.4775 -0.5021
H: -3.1438 -1.7072 -0.0774
H: 1.1571 -0.8539 -0.8924
H: -3.3653 0.7948 0.4628
H: 0.6908 1.4932 0.1748

The total charge is -2. The HOMO-LUMO gap (spin up / spin down) is 5.122 / 3.199 eV. Its total energy is -834.88474 Eh. The calculation puts the HOMO energy (spin up / spin down) at 0.4556 / 2.2274 eV.

Mulliken population analysis, charges in e, atoms 1 to 4: -0.72 -0.27 -0.33 -0.45

# 13
A single C6H5NO3 molecule at a distorted geometry, computed with ωB97M-V/def2-TZVPD.

Positions of all 15 atoms, in Å:
O: 1.8494 -1.4937 -1.1294
C: 0.6967 -1.3608 -0.8848
O: -0.1975 -2.3017 -0.9907
C: 0.2797 -0.0337 -0.3681
C: 1.2115 0.8803 -0.0920
C: 0.8530 2.0511 0.7392
C: -0.3769 2.1684 1.3005
N: -1.2510 1.1588 1.0488
C: -0.9629 0.1296 0.1957
O: -1.8346 -0.7955 0.1250
H: -1.1156 -1.9312 -0.7377
H: 2.2083 0.7416 -0.6468
H: 1.7039 2.6495 1.1305
H: -0.6136 3.1169 1.8854
H: -2.1707 1.0291 1.6460

The HOMO-LUMO gap is 8.990 eV. Its total energy is -512.11540 Eh. The calculation puts the HOMO energy at -9.3538 eV. As for the SMILES: O=C(O)c1ccc[nH]c1=O.

Mulliken population analysis, charges in e, atoms 1 to 4: -0.58 0.34 -0.56 0.11

# 14
A single C6H5NO4 molecule at a distorted geometry, computed with ωB97M-V/def2-TZVPD.

Positions of all 16 atoms, in Å:
C: -1.4795 -0.0059 -1.6678
C: -2.1571 -0.9188 -0.9424
C: -0.2609 0.2724 -0.9667
C: -0.3454 -0.5447 0.1549
C: 0.8457 1.0110 -1.1589
C: 0.5871 -0.3452 1.3598
N: 1.5828 0.7018 0.9941
O: 1.5490 1.7366 -1.7450
O: -1.4967 -1.2522 0.1473
O: -0.1394 -0.0946 2.5047
O: 2.8732 0.1710 0.9887
H: -1.9026 0.4224 -2.5783
H: -3.2121 -1.2409 -1.1238
H: 1.0440 -1.3898 1.4695
H: -0.7009 0.7647 2.3206
H: 3.2128 0.7120 0.2432

The HOMO-LUMO gap (spin up / spin down) is 7.064 / 7.069 eV. Its total energy is -587.15919 Eh. The calculation puts the HOMO energy (spin up / spin down) at -7.4868 / -7.4903 eV.

Mulliken population analysis, charges in e, atoms 1 to 4: -0.89 -0.11 0.55 -0.16

# 15
A single C6H5NO4 molecule at a distorted geometry, computed with ωB97M-V/def2-TZVPD.

Positions of all 16 atoms, in Å:
O: 1.4355 1.2660 1.9934
C: 0.5239 1.2275 1.2743
C: -0.4943 1.4402 0.4793
C: -1.4154 0.5233 -0.1325
C: -1.4238 -0.8164 -0.0412
C: -0.4740 -1.6179 0.7206
O: -0.7932 -2.6011 1.3601
C: 0.9519 -1.2109 0.7079
N: 1.5697 -0.7756 -0.3435
O: 1.1372 -0.4159 -1.4240
O: 2.9556 -0.6910 -0.1822
H: -0.6686 2.4943 0.2944
H: -2.2073 1.0054 -0.6869
H: -2.2485 -1.3703 -0.4666
H: 1.5733 -1.5446 1.5262
H: 3.3355 -0.3371 -1.0048

The HOMO-LUMO gap is 8.154 eV. Its total energy is -587.17543 Eh. The calculation puts the HOMO energy at -8.7674 eV. As for the SMILES: O=C=C/C=C\C(=O)/C=[N+](\[O-])O.

Mulliken population analysis, charges in e, atoms 1 to 4: -0.36 0.71 -0.74 0.02

# 16
A single C6H5NOS molecule at a distorted geometry, computed with ωB97M-V/def2-TZVPD.

Positions of all 14 atoms, in Å:
N: -3.2029 -0.9738 0.3561
C: -2.1247 -1.1020 -0.0076
C: -0.7690 -1.2846 -0.4182
S: -0.1156 -2.6594 0.9726
C: 0.0494 -0.0741 -0.3440
C: 0.0261 0.9699 0.5454
C: 1.0492 1.8516 0.1366
C: 1.6196 1.2799 -0.9614
O: 1.0259 0.1167 -1.2565
H: -0.6624 -1.8368 -1.3479
H: 0.0088 -1.7597 1.9489
H: -0.6466 1.0900 1.3699
H: 1.3209 2.7769 0.6007
H: 2.4215 1.6055 -1.5946

The HOMO-LUMO gap is 8.880 eV. Its total energy is -759.76276 Eh. The calculation puts the HOMO energy at -9.0238 eV. As for the SMILES: N#C[C@H](S)c1ccco1.

Mulliken population analysis, charges in e, atoms 1 to 4: -0.42 0.32 -0.38 -0.18